# 1
Computed, not measured: a cluster of 2 separate species, C5H11NO in total in a non-equilibrium geometry, with ωB97M-V/def2-TZVPD.

The geometry in XYZ format:
```
18
C5H11NO | the Open Molecules 2025 dataset | ωB97M-V/def2-TZVPD
C -2.38587 -0.45714 0.87855
C -0.99069 -0.09603 1.41575
C 0.25806 1.44166 2.68220
C 2.44435 0.03408 -4.15109
C 1.93322 -1.30952 -4.41822
H -3.24013 0.32471 0.80226
H -2.95145 -1.28756 1.50323
H -2.33825 -0.94685 -0.18083
H -1.89816 1.73498 2.09185
H 0.50481 0.44265 3.16002
H 1.15508 1.74256 2.03580
H -0.21344 2.13114 3.56687
H 2.82041 0.77200 -4.77792
H 2.21323 0.28370 -3.12047
H 1.76098 -1.49024 -5.56221
H 1.44805 -2.27522 -3.81016
N -0.87879 1.11488 1.83242
O -0.08300 -0.86430 1.62768
```

For the HOMO energy, the calculation gives -9.46 eV. The spin multiplicity is 1. The charge is 0. As for the HOMO-LUMO gap: 10.07 eV. The total energy is -326.9560 hartree. Its structure (SMILES) is CNC(C)=O.C=C. The value obtained for the energy above the lowest of the compared OMol25 structures with the same formula, charge and spin is 110.1 kcal per mole.


# 2
Computed, not measured: the ion C2H4O3P with charge -1 in a non-equilibrium geometry, with ωB97M-V/def2-TZVPD.

The geometry in XYZ format:
```
10
C2H4O3P | the Open Molecules 2025 dataset | ωB97M-V/def2-TZVPD
C -0.08901 0.16786 -0.78017
C -0.24863 -0.29612 0.80291
O 2.01605 -0.75363 -2.09047
O -0.66306 -0.90371 -1.43442
O -0.89298 1.32484 -0.81653
P 0.65772 -0.20609 -2.40998
H -0.69255 0.53691 1.49167
H 0.70158 -0.68647 1.13873
H -0.94403 -1.13370 0.67909
H -1.66822 1.35275 -1.33642
```

For the HOMO energy, the calculation gives -3.21 eV. The spin multiplicity is 1. The charge is -1. As for the HOMO-LUMO gap: 7.44 eV. The total energy is -645.6933 hartree. Its structure (SMILES) is C[C@]1(O)OP1[O-]. The value obtained for the energy above the lowest of the compared OMol25 structures with the same formula, charge and spin is 69.7 kcal per mole.


# 3
Computed, not measured: a structure of composition C28H25AuNOSi in a non-equilibrium geometry, with ωB97M-V/def2-TZVPD.

The geometry in XYZ format:
```
57
C28H25AuNOSi | the Open Molecules 2025 dataset | ωB97M-V/def2-TZVPD
Au -0.63975 -0.26623 -1.87689
C -3.07436 -3.63307 -0.49552
C -3.47192 -3.17489 0.74904
C -3.21043 -1.87852 1.13537
C -2.53235 -0.99517 0.28366
C -2.15819 -1.47838 -0.97306
C -2.40687 -2.77261 -1.35846
C -2.15176 0.35581 0.66139
C -2.47909 0.93950 1.90583
C -2.03660 2.19499 2.21765
C -1.26455 2.92529 1.28653
C -0.75452 4.21284 1.52740
C -0.00886 4.86351 0.58007
C 0.23988 4.25220 -0.65664
C -0.23191 2.99203 -0.91869
C -0.98220 2.29527 0.04247
N -1.41536 1.04351 -0.20807
H -3.27186 -4.65135 -0.79136
H -3.97177 -3.84365 1.43282
H -3.51581 -1.55942 2.11779
H -2.09761 -3.13102 -2.32940
H -3.07204 0.38051 2.61123
H -2.26466 2.64107 3.17459
H -0.96343 4.67174 2.48088
H 0.39021 5.84681 0.78212
H 0.81159 4.78319 -1.40249
H -0.05204 2.50387 -1.86662
C 3.63925 2.69914 1.00421
C 4.18926 2.02571 -0.07530
C 3.53861 0.93165 -0.61255
C 2.32702 0.48674 -0.08557
C 1.78178 1.18103 0.99232
C 2.43343 2.27149 1.53640
Si 1.51012 -1.03388 -0.83513
C 0.92905 -2.34708 0.38537
C 0.18512 -2.04320 1.52295
C -0.18048 -3.03197 2.41666
C 0.17823 -4.34997 2.18437
C 0.89946 -4.67033 1.04554
C 1.26929 -3.67878 0.15710
H 4.15422 3.54387 1.43645
H 5.13326 2.34276 -0.49082
H 3.98448 0.39312 -1.43676
H 0.84719 0.85435 1.42389
H 2.00367 2.78109 2.38536
H 2.41984 -1.64357 -1.81290
H -0.10858 -1.02211 1.71777
H -0.73660 -2.77027 3.30412
H -0.09556 -5.12010 2.88992
H 1.18776 -5.69213 0.85484
H 1.84781 -3.93433 -0.71840
C 0.89590 0.49801 -4.92267
O -0.31834 0.19263 -4.24915
H 0.73094 1.27760 -5.66793
H 1.31658 -0.38301 -5.41104
H 1.59082 0.85975 -4.16842
H -0.96728 -0.13604 -4.88227
```

For the HOMO energy (alpha / beta), the calculation gives -11.04 / -10.67 eV. The spin multiplicity is 1. The charge is +1. As for the HOMO-LUMO gap (alpha / beta): 6.00 / 5.80 eV. The total energy is -1636.8833 hartree.


# 4
Computed, not measured: a structure of composition C22H60O12 in a non-equilibrium geometry, with ωB97M-V/def2-TZVPD.

The geometry in XYZ format:
```
94
C22H60O12 | the Open Molecules 2025 dataset | ωB97M-V/def2-TZVPD
C 2.31914 -0.04430 -2.27334
C 2.35887 0.79274 -3.52741
C 1.91283 -0.31342 -4.50805
O 0.92126 -1.06413 -3.81066
C 1.09162 -0.95164 -2.40677
H 2.18259 0.56458 -1.37963
H 3.23897 -0.61566 -2.14861
H 3.31670 1.28945 -3.68217
H 1.60875 1.56656 -3.36427
H 2.72321 -1.00944 -4.72470
H 1.66441 0.03853 -5.50931
H 1.38182 -1.92161 -2.00299
H 0.18068 -0.50323 -2.01027
C -0.94006 -2.61943 2.25374
C -2.39471 -2.50010 1.85305
C -3.08672 -3.61360 2.68410
O -2.07983 -4.09075 3.60960
C -0.99907 -3.15028 3.63409
H -0.28477 -1.75243 2.17010
H -0.38837 -3.28735 1.59221
H -2.50446 -2.61460 0.77465
H -2.84822 -1.55213 2.14256
H -3.52065 -4.45291 2.14062
H -3.90076 -3.16678 3.25488
H -0.05403 -3.63258 3.88390
H -1.15346 -2.38040 4.39009
C 1.46799 -2.97770 0.84670
O 2.79004 -2.59576 0.93562
H 0.83256 -2.22978 0.37242
H 1.32847 -3.84046 0.19533
H 1.13547 -3.29267 1.83580
H 3.22700 -3.31341 1.39998
C -0.22572 -0.08229 0.09553
O -0.90759 -0.78893 1.11209
H 0.85109 -0.17777 0.23504
H -0.40904 -0.51497 -0.88798
H -0.51004 0.96207 0.22423
H -1.81288 -0.85007 0.79854
C -2.14585 0.81451 2.54201
O -3.33852 0.47585 1.86226
H -2.44339 1.40931 3.40560
H -1.57492 -0.07496 2.80843
H -1.63307 1.50181 1.86912
H -4.02436 0.19200 2.47108
C -2.12714 -0.45585 -2.99710
O -2.41068 0.56312 -1.99572
H -2.42639 -1.47057 -2.73459
H -2.71184 -0.21985 -3.88621
H -1.07638 -0.42812 -3.28561
H -2.42587 0.22930 -1.09576
C -3.73968 -0.91839 -0.43787
O -2.57229 -0.35182 0.02325
H -4.01974 -1.77327 0.17763
H -4.64894 -0.31850 -0.39940
H -3.64939 -1.26355 -1.46782
H -2.78585 0.06212 0.86268
C -1.01889 -2.79450 -1.13349
O -1.79491 -3.90938 -0.68515
H -0.22459 -2.65588 -0.40002
H -0.52912 -3.11493 -2.05303
H -1.62015 -1.89530 -1.26772
H -1.15564 -4.47136 -0.24118
C 0.00944 1.54434 3.16473
O 1.38769 1.77501 3.13637
C 1.89066 1.99326 1.85913
C 3.37843 1.67809 1.82729
O 3.66016 0.31481 1.96667
C 3.44568 -0.55361 0.85151
H -0.35464 0.80891 2.44731
H -0.48142 2.50939 3.03889
H -0.23350 1.12121 4.13942
H 1.70861 2.97650 1.42530
H 1.40089 1.38381 1.09966
H 3.89813 2.08199 2.69612
H 3.83876 2.12332 0.94526
H 2.42173 -0.92315 0.90692
H 4.11287 -1.41551 0.86062
H 3.60871 -0.00776 -0.07777
C -0.46865 6.16159 -1.10051
O 0.05880 4.91441 -0.75808
C 0.24094 3.99889 -1.83964
C 0.60653 2.50468 -1.40429
O 1.78413 2.41439 -0.60993
C 2.97253 2.97418 -1.15216
H -1.52992 6.14529 -1.34858
H 0.05176 6.53648 -1.98184
H -0.40872 6.84110 -0.25036
H 0.93997 4.43018 -2.55620
H -0.71797 3.91882 -2.35171
H 0.74595 1.84825 -2.26321
H -0.28525 2.12097 -0.90871
H 2.76399 4.03198 -1.31238
H 3.29550 2.49018 -2.07386
H 3.84280 2.81253 -0.51609
```

For the HOMO energy, the calculation gives -8.73 eV. The spin multiplicity is 1. The charge is 0. As for the HOMO-LUMO gap: 8.86 eV. The total energy is -1776.3687 hartree.


# 5
Computed, not measured: the ion C12H20N2 with charge +2 in a non-equilibrium geometry, with ωB97M-V/def2-TZVPD.

The geometry in XYZ format:
```
34
C12H20N2 | the Open Molecules 2025 dataset | ωB97M-V/def2-TZVPD
C 3.82878 2.03336 0.90468
C 2.80315 1.57837 0.48100
C 0.71054 0.35088 0.76235
C -1.53934 -1.34345 -2.99109
C -0.75189 -2.27707 -2.14948
C -2.08312 -0.14579 -2.07325
C 0.28592 -1.68158 -1.18860
C -0.37065 -0.52439 -0.30614
C -1.34101 0.32750 -0.93674
C -1.55657 1.60187 -0.38058
C 0.14756 -0.82731 2.81679
C 1.29794 1.44593 2.98907
N 1.70078 0.85913 0.07296
N 0.74925 0.32595 2.13054
H 4.76759 2.54823 1.10870
H -0.95342 -0.88288 -3.73653
H -2.26908 -1.95483 -3.42536
H -1.46265 -2.95503 -1.51793
H -0.16452 -2.95043 -2.85626
H -2.50644 0.62505 -2.77164
H -3.06128 -0.37991 -1.83867
H 0.80395 -2.48550 -0.41319
H 1.13000 -1.18570 -1.74555
H -1.10900 -0.99008 0.33761
H -0.74285 2.22884 -0.72648
H -1.51445 1.75275 0.69380
H -2.46180 2.01186 -0.79590
H 0.54588 -0.75354 3.83753
H -1.05304 -0.79914 2.83193
H 0.52367 -1.67462 2.27149
H 2.24360 1.35581 3.58024
H 1.39453 2.31506 2.45787
H 0.44885 1.68482 3.61241
H 1.55911 0.76581 -1.03558
```

For the HOMO energy, the calculation gives -16.64 eV. The spin multiplicity is 1. The charge is +2. As for the HOMO-LUMO gap: 7.46 eV. The total energy is -577.9230 hartree. The value obtained for the energy above the lowest of the compared OMol25 structures with the same formula, charge and spin is 112.6 kcal per mole.